(1)
This record from the OMol25 dataset describes a molecular structure, C18H65NO17Si2 in a non-equilibrium geometry. The level of theory is ωB97M-V/def2-TZVPD.

Properties
Net charge: 0
Orbital gap: 9.26 eV
HOMO: -9.1 eV
LUMO level: 0.134 eV

Geometry (Å):
C: 3.748 -1.423 1.950
C: 4.805 -2.464 1.445
C: 4.242 -3.555 0.473
C: 3.191 -3.030 -0.554
O: 3.478 -1.719 -1.054
Si: 2.026 -0.795 -1.119
O: 2.302 0.844 -0.748
Si: 0.923 1.849 -0.924
C: -0.718 1.054 -0.405
C: -1.511 0.335 -1.572
C: -2.104 -1.008 -0.994
C: -3.478 -1.417 -1.616
C: -3.882 -2.800 -0.954
C: -4.606 -2.578 0.445
C: -6.084 -3.083 0.343
O: -6.850 -2.768 1.502
C: -6.454 -3.583 2.606
C: 0.925 2.521 -2.723
O: 1.668 1.688 -3.664
N: 0.911 1.383 -4.768
O: 0.977 0.223 -4.969
C: 1.214 3.333 0.263
C: 0.686 4.698 -0.314
C: 0.700 2.998 1.712
C: -0.726 3.565 2.060
C: -1.578 2.487 2.852
H: 4.056 -1.068 2.953
H: 2.707 -1.800 1.924
H: 3.820 -0.534 1.282
H: 5.712 -2.004 1.001
H: 5.169 -3.008 2.350
H: 5.108 -3.999 -0.066
H: 3.767 -4.369 1.046
H: 3.223 -3.726 -1.429
H: 2.183 -3.152 -0.102
H: 1.412 -0.981 -2.448
H: 1.039 -1.297 -0.137
H: -0.620 0.403 0.493
H: -1.371 1.898 -0.067
H: -2.368 0.926 -1.962
H: -0.781 0.064 -2.370
H: -2.283 -0.847 0.095
H: -1.414 -1.872 -1.074
H: -3.412 -1.599 -2.708
H: -4.297 -0.708 -1.357
H: -4.592 -3.315 -1.631
H: -2.978 -3.406 -0.750
H: -4.050 -3.076 1.262
H: -4.608 -1.475 0.601
H: -6.103 -4.188 0.194
H: -6.543 -2.548 -0.517
H: -5.423 -3.319 2.924
H: -7.140 -3.358 3.448
H: -6.550 -4.654 2.318
H: 1.441 3.510 -2.699
H: -0.135 2.612 -3.055
H: 2.323 3.428 0.343
H: 1.401 5.077 -1.072
H: 0.581 5.419 0.515
H: -0.310 4.541 -0.779
H: 0.659 1.895 1.866
H: 1.420 3.413 2.446
H: -1.337 3.842 1.181
H: -0.584 4.417 2.760
H: -1.543 1.522 2.303
H: -2.632 2.851 2.878
H: -1.243 2.403 3.899
O: -1.197 3.908 -5.801
H: -0.727 4.635 -6.215
H: -0.780 3.125 -6.173
O: 1.515 4.098 -5.678
H: 1.576 3.571 -4.876
H: 2.427 4.362 -5.853
O: 1.514 3.652 -8.506
H: 1.614 4.016 -7.614
H: 2.192 2.973 -8.560
O: -0.809 7.283 0.433
H: 0.052 7.381 0.018
H: -1.430 7.552 -0.251
O: 4.598 -6.694 0.299
H: 5.165 -7.043 -0.395
H: 3.893 -7.345 0.375
O: 1.622 -5.659 2.573
H: 2.373 -5.698 1.976
H: 2.016 -5.455 3.424
O: 3.359 5.405 1.368
H: 4.107 5.289 0.773
H: 3.765 5.552 2.228
O: -0.889 0.465 5.246
H: 0.041 0.402 5.487
H: -1.336 -0.096 5.887
O: 4.324 -5.280 3.660
H: 5.083 -5.317 3.062
H: 4.713 -5.077 4.517
O: 4.260 -7.980 2.651
H: 4.223 -7.017 2.678
H: 3.556 -8.259 3.244
O: -4.711 3.943 3.326
H: -5.353 4.319 2.715
H: -5.226 3.330 3.859
O: -4.000 2.516 -1.636
H: -4.602 2.255 -0.932
H: -4.439 2.220 -2.441

(2)
This record from the OMol25 dataset describes a molecular structure, C42H52BHfN12S2 in a non-equilibrium geometry. The level of theory is ωB97M-V/def2-TZVPD.

Properties
Net charge: +2
<S²>: 0.76
Orbital gap (spin up / spin down): 6.69 / 7.41 eV
Multiplicity: 2
Energy above the lowest of the compared OMol25 structures with the same formula, charge and spin: 82.61 kJ/mol
HOMO (spin up / spin down): -11.9 / -13.2 eV
LUMO level (spin up / spin down): -5.214 / -5.809 eV

Geometry (Å):
Hf: 0.436 -0.213 0.479
C: 2.235 3.197 -0.295
C: 2.662 2.347 0.853
C: 3.564 2.718 1.851
C: 3.653 1.630 2.688
N: 2.864 0.656 2.219
N: 2.228 1.092 1.085
B: 2.631 -0.790 2.723
N: 2.784 -1.732 1.482
C: 3.848 -2.509 1.268
C: 3.729 -3.096 0.024
C: 2.534 -2.620 -0.498
C: 1.960 -2.954 -1.831
N: 1.957 -1.786 0.394
N: 1.165 -0.832 3.300
C: 0.818 -1.124 4.560
C: -0.492 -0.734 4.764
C: -0.918 -0.191 3.561
C: -2.262 0.394 3.280
N: 0.093 -0.245 2.668
N: 3.622 -1.293 3.738
C: 4.857 -0.900 4.162
C: 5.401 -1.917 4.891
C: 4.431 -2.948 4.863
C: 4.525 -4.301 5.486
N: 3.381 -2.574 4.158
H: 2.180 4.237 0.025
H: 1.276 2.898 -0.703
H: 2.975 3.139 -1.095
H: 4.089 3.654 1.937
H: 4.211 1.525 3.601
H: 4.637 -2.608 1.995
H: 4.411 -3.784 -0.445
H: 1.716 -4.016 -1.876
H: 2.709 -2.757 -2.598
H: 1.069 -2.373 -2.044
H: 1.506 -1.608 5.227
H: -1.067 -0.830 5.669
H: -2.854 0.366 4.191
H: -2.803 -0.155 2.510
H: -2.180 1.430 2.956
H: 5.285 0.053 3.904
H: 6.357 -1.928 5.385
H: 5.360 -4.334 6.182
H: 4.679 -5.060 4.719
H: 3.606 -4.550 6.015
S: -2.155 -0.416 -1.885
C: -1.072 -0.646 -3.255
N: -1.681 -0.917 -4.431
C: -0.900 -0.763 -5.648
C: 0.479 -1.333 -5.414
N: 1.089 -0.632 -4.294
C: 2.526 -0.364 -4.388
C: 2.870 0.446 -5.615
C: 3.634 -0.106 -6.636
C: 3.956 0.647 -7.756
C: 3.510 1.956 -7.864
C: 2.742 2.510 -6.848
C: 2.425 1.760 -5.727
C: 0.310 -0.325 -3.233
S: 1.012 0.583 -1.926
C: -3.050 -1.398 -4.602
C: -3.099 -2.873 -4.952
C: -2.289 -3.780 -4.276
C: -2.370 -5.136 -4.544
C: -3.262 -5.599 -5.501
C: -4.058 -4.699 -6.193
C: -3.975 -3.340 -5.924
H: -0.829 0.295 -5.919
H: -1.399 -1.297 -6.454
H: 1.105 -1.192 -6.292
H: 0.405 -2.405 -5.201
H: 3.061 -1.318 -4.421
H: 2.826 0.172 -3.494
H: 3.988 -1.127 -6.553
H: 4.554 0.211 -8.545
H: 3.765 2.545 -8.734
H: 2.397 3.533 -6.930
H: 1.834 2.195 -4.928
H: -3.510 -0.821 -5.405
H: -3.616 -1.208 -3.694
H: -1.585 -3.414 -3.540
H: -1.743 -5.834 -4.002
H: -3.331 -6.659 -5.709
H: -4.746 -5.053 -6.949
H: -4.600 -2.644 -6.472
C: -3.399 -2.817 -0.472
C: -1.968 -2.539 0.002
C: -1.925 -2.762 1.523
C: -1.018 -3.558 -0.625
C: -1.518 -1.064 -0.267
H: -3.744 -3.774 -0.078
H: -3.464 -2.866 -1.558
H: -4.086 -2.043 -0.120
H: -2.135 -3.810 1.740
H: -2.677 -2.163 2.040
H: -0.937 -2.534 1.937
H: -1.398 -4.566 -0.444
H: -0.027 -3.496 -0.173
H: -0.932 -3.427 -1.703
H: -2.208 -0.448 0.344
N: -1.157 3.845 1.552
C: -1.898 3.675 0.409
C: -1.541 2.462 -0.087
N: -0.594 1.893 0.745
C: -0.390 2.762 1.723
H: -1.196 4.646 2.161
H: -2.605 4.405 0.056
H: -1.877 1.973 -0.984
H: 0.301 2.636 2.541